Molecular formula: C3H4N2O
Method: DFT, wB97M-V/def2-TZVPD

As for the HOMO-LUMO gap: 9.30 eV. The value obtained for the LUMO energy is 0.0353 Eh. As for the spin multiplicity: 1.

```
10
C3H4N2O wB97M-V/def2-TZVPD
O 2.1559 -0.5243 -0.3519
N -1.2502 -0.1809 0.2613
N 0.4209 1.1144 -0.4084
C 0.8699 -0.1515 -0.1877
C -0.1186 -0.9848 0.2456
C -0.8665 1.0521 -0.1343
H 0.0355 -1.8062 0.9166
H -2.2040 -0.4991 0.3450
H 2.6825 0.2814 -0.4091
H -1.5535 1.8869 -0.1579
```

***

Molecular formula: C23H60BrN4O3
Method: DFT, wB97M-V/def2-TZVPD

As for the HOMO-LUMO gap: 9.13 eV. The value obtained for the LUMO energy is -0.2126 Eh. As for the spin multiplicity: 1. The total charge is +3.

```
91
C23H60BrN4O3 wB97M-V/def2-TZVPD
Br 0.0265 0.0150 0.7238
O 0.1357 0.7373 3.8913
O -3.3894 3.8586 2.0991
O 3.0276 0.1202 -0.8819
N -0.3339 -2.5845 -3.1090
N 5.0209 1.2371 -2.9750
N -0.5399 -0.0556 6.8176
N -4.4135 1.5790 0.1088
C -0.5708 -2.5640 -4.6745
C -4.6416 3.4069 2.1401
C -4.2961 0.0731 0.2752
C -1.0237 -1.2898 -2.5693
C -2.9914 2.1493 -0.3951
C -0.6638 -1.5279 6.5016
C 1.8011 -3.9339 -3.0806
C 3.9708 1.9062 -3.9072
C -5.5733 2.0261 -0.7897
C -1.3959 -0.4880 -3.7574
C -1.0998 -3.8341 -2.4586
C -1.1480 0.8007 4.3353
C -0.7052 -1.0747 -4.9487
C -0.8872 0.2031 8.2816
C 3.3268 1.4877 -0.9464
C 5.0023 -0.2293 -3.2077
C -1.3023 0.9193 5.9148
C 0.9344 0.2746 6.9435
C 1.1624 -2.6150 -2.6679
C 4.7788 1.7549 -1.5364
C 3.3153 -3.8236 -3.3154
C 6.4557 1.6437 -3.3849
C -4.6956 1.9420 1.6442
H -1.8216 -1.6042 -1.8966
H 5.1974 2.7611 -1.5577
H 0.0724 -1.7549 5.7306
H 2.9628 1.5489 -3.6966
H -1.1481 -3.7871 -1.3707
H -0.4082 -2.1855 7.3325
H 3.3141 1.7462 0.1125
H -2.2066 1.7564 0.2513
H 2.4822 2.0048 -1.4019
H 5.2576 -0.4744 -4.2387
H 0.3349 -0.7598 -5.0332
H -1.7660 1.4870 3.7564
H 5.6738 -0.8348 -2.5990
H 1.0428 1.2852 7.3374
H -1.6554 -1.6934 6.0802
H -5.2983 1.8180 -1.8237
H -3.4796 -0.3247 0.8779
H 5.4273 1.1361 -0.9160
H 1.1864 -2.5729 -1.5790
H -1.1794 1.9066 6.3599
H 1.6770 -4.6303 -2.2512
H -0.5348 -0.5343 9.0028
H -4.1781 -0.3459 -0.7241
H 1.4720 -0.3384 7.6669
H -3.3919 4.7449 1.7302
H -5.8569 3.0616 -0.6016
H 0.1614 0.3122 3.0309
H 1.3283 0.2070 5.9294
H -1.6376 -0.1496 4.1223
H -0.7872 1.2145 8.6755
H -2.4736 -0.5418 -3.9115
H -4.8781 3.6050 3.1856
H 6.6924 2.6941 -3.2152
H -1.1563 0.5721 -3.6739
H -5.6415 1.4368 1.8397
H -1.9448 -0.0606 8.2954
H -0.2324 -0.9114 -1.9222
H -6.4600 1.4311 -0.5710
H 7.2348 1.0614 -2.8928
H -5.3558 4.0885 1.6781
H 4.3268 1.7090 -4.9183
H -3.0044 1.8257 -1.4359
H -2.3081 0.6340 6.2232
H 6.5179 1.5044 -4.4642
H 1.6244 -1.7366 -3.1186
H 3.5140 -3.5848 -4.3602
H -0.5460 -4.7373 -2.7147
H -3.0342 3.2375 -0.3488
H 4.0099 -0.6149 -2.9742
H -3.9892 1.3936 2.2673
H 2.3040 0.0156 -0.2597
H -1.5747 -2.9118 -4.9181
H -2.0996 -3.8347 -2.8929
H 0.2759 -3.0241 -5.1838
H 3.9021 2.9824 -3.7489
H 3.8825 -4.7544 -3.3238
H -5.2686 -0.2974 0.5993
H -1.1883 -0.7764 -5.8792
H 3.9200 -3.1135 -2.7514
H 1.4231 -4.4063 -3.9873
```

***

Molecular formula: C2H2O2PTl
Method: DFT, wB97M-V/def2-TZVPD

As for the HOMO-LUMO gap (alpha / beta): 6.06 / 5.91 eV. The value obtained for the LUMO energy (alpha / beta) is -0.0517 / -0.0533 Eh. As for the spin multiplicity: 1.

```
8
C2H2O2PTl wB97M-V/def2-TZVPD
Tl -0.8315 -0.4842 0.0123
P -2.3103 0.1996 1.9193
O -2.6134 0.2887 0.3446
O 0.7092 -0.8461 1.2767
C 1.1507 0.2869 -0.9107
C 1.4457 -0.2405 0.3408
H 1.6254 1.2059 -1.2682
H 0.8241 -0.4102 -1.7147
```

***

Molecular formula: C4H4N2O
Method: DFT, wB97M-V/def2-TZVPD

As for the HOMO-LUMO gap: 8.09 eV. The value obtained for the LUMO energy is -0.0231 Eh. As for the spin multiplicity: 1.

```
11
C4H4N2O wB97M-V/def2-TZVPD
O 1.0809 -0.1910 1.2720
N -1.8068 -0.9268 1.4075
N -0.1130 0.4114 -1.4357
C -1.3135 -0.7945 0.3061
C -0.9716 -0.5641 -0.9605
C 1.4417 0.6862 0.5118
C 0.8429 0.9922 -0.8088
H -1.5368 -1.1131 -1.7088
H 2.3346 1.3040 0.7485
H -1.3238 -1.5844 2.0215
H 1.3655 1.7803 -1.3537
```

***

Molecular formula: C7H6BrO3S
Method: DFT, wB97M-V/def2-TZVPD

As for the HOMO-LUMO gap (alpha / beta): 6.66 / 6.51 eV. The value obtained for the LUMO energy (alpha / beta) is 0.1101 / 0.1100 Eh. As for the spin multiplicity: 1. The total charge is -1.

```
18
C7H6BrO3S wB97M-V/def2-TZVPD
Br -4.5798 0.7495 0.2481
S -0.6477 -0.3428 -1.3192
O 2.6458 0.8832 0.1881
O 0.2250 2.7925 -1.5250
O 0.0694 2.1246 0.6083
C 2.2439 0.4451 1.3445
C 0.6778 2.2961 -0.4703
C -2.9698 -0.0277 -0.3676
C -2.7978 -1.4305 -0.4248
C 2.0834 1.7747 -0.5769
C -1.9107 0.6921 -0.8112
C -1.5777 -1.7435 -0.9293
H 1.3057 0.7509 1.7712
H 2.8129 -0.3868 1.7322
H -1.1668 -2.7214 -1.0897
H -1.7569 1.7534 -0.8629
H -3.5451 -2.1358 -0.1063
H 2.6271 1.9338 -1.5028
```

***

Molecular formula: C5H8O2
Method: DFT, wB97M-V/def2-TZVPD

As for the HOMO-LUMO gap: 9.28 eV. The value obtained for the LUMO energy is 0.0295 Eh. As for the spin multiplicity: 1.

```
15
C5H8O2 wB97M-V/def2-TZVPD
O 0.6768 -2.0859 -0.7559
O -1.1374 0.3522 0.8365
C -2.3295 -0.3615 -1.2186
C -0.1670 -1.3062 -0.5152
C 2.4153 0.2763 0.4623
C 1.8058 0.9629 1.4229
C -1.1450 -0.4420 -0.3022
H -0.6285 1.1513 0.6404
H 1.5786 2.0222 1.3123
H -2.3381 0.5750 -1.7903
H 1.5114 0.4996 2.3610
H 2.6995 0.7338 -0.4823
H -3.2460 -0.4033 -0.6203
H 2.6481 -0.7791 0.5769
H -2.3440 -1.1953 -1.9275
```